25
Properties=species:S:1:pos:R:3 method="wB97M-V/def2-TZVPD" homo_ev=-7.7 largest_force_ev_per_a=5.39 smiles=c1ccc(N2CCNCC2)nc1 e_above_lowest_ev=3.061 homo_lumo_gap_ev=8.47 energy_ha=-514.86352
C 2.59 -2.17 0.92
C 1.91 -2.31 -0.26
C 1.05 -1.27 -0.66
C 0.95 -0.07 0.16
N 0.22 0.91 -0.40
C -0.51 0.74 -1.73
C -1.85 -0.04 -1.24
N -2.32 0.24 0.12
C -1.92 1.65 0.74
C -0.35 1.93 0.54
N 1.20 -0.15 1.58
C 2.28 -1.12 1.81
H 3.57 -2.73 1.34
H 1.77 -3.30 -0.75
H 0.56 -1.23 -1.58
H -0.08 0.01 -2.49
H -0.81 1.68 -2.16
H -1.88 -1.02 -1.50
H -2.66 0.46 -1.75
H -1.92 -0.35 0.98
H -2.32 2.56 0.23
H -2.22 1.68 1.85
H -0.35 3.04 0.12
H 0.33 1.83 1.38
H 2.76 -0.97 2.76



13
Properties=species:S:1:pos:R:3 method="wB97M-V/def2-TZVPD" homo_ev="-8.2 / -7.9" largest_force_ev_per_a=2.73 e_above_lowest_ev=7.835 homo_lumo_gap_ev="7.77 / 7.21" energy_ha=-307.17550
O 0.09 -0.85 2.42
C 0.73 -0.96 1.25
C -1.20 -0.91 -1.32
C -1.03 0.35 -1.17
C -0.74 1.52 -0.90
C 1.24 0.06 0.63
C 1.60 1.03 -0.03
H -0.41 -0.02 2.42
H 1.34 -1.82 1.17
H -2.18 -1.20 -1.01
H -0.76 -1.37 -2.17
H -1.00 2.42 -1.34
H 2.34 1.76 0.05



31
Properties=species:S:1:pos:R:3 method="wB97M-V/def2-TZVPD" homo_ev="-13.6 / -13.6" largest_force_ev_per_a=0.18 charge=+1 homo_lumo_gap_ev="6.36 / 6.09" energy_ha=-3629.24155
Pt 0.86 0.04 -0.96
O 3.71 0.90 4.28
C 3.12 0.66 3.12
C 3.36 -0.49 2.36
C 2.68 -0.63 1.17
N 1.83 0.31 0.77
C 1.59 1.42 1.47
C 2.21 1.64 2.66
C 0.60 2.31 0.76
O 0.15 3.32 1.21
O 0.29 1.85 -0.48
C 2.77 -1.76 0.18
O 3.44 -2.73 0.35
O 2.04 -1.54 -0.93
H 4.32 0.20 4.53
H 4.05 -1.26 2.67
H 2.02 2.53 3.24
C -3.44 -1.60 -3.16
Si -2.54 -0.51 -1.97
C -2.95 1.30 -2.06
C -2.41 -1.18 -0.25
Se -0.31 -0.36 -2.88
H -4.50 -1.64 -2.87
H -3.06 -2.62 -3.15
H -3.39 -1.21 -4.18
H -3.95 1.44 -1.63
H -2.99 1.67 -3.09
H -2.26 1.91 -1.48
H -3.42 -1.34 0.14
H -1.91 -0.48 0.42
H -1.89 -2.14 -0.22



19
Properties=species:S:1:pos:R:3 method="wB97M-V/def2-TZVPD" homo_ev="-14.0 / -14.0" largest_force_ev_per_a=1.77 charge=+1 multiplicity=2 e_above_lowest_ev=1.387 homo_lumo_gap_ev="9.15 / 5.27" energy_ha=-1105.14949
C 0.70 -0.71 -0.74
S -0.92 -1.30 -1.26
S -1.65 -2.04 0.52
C -0.61 -3.57 0.61
H 1.36 -0.43 -1.56
H 0.63 0.07 0.00
H 1.09 -1.64 -0.32
H 0.11 -3.61 -0.20
H -0.15 -3.61 1.59
H -1.31 -4.38 0.43
H 0.93 1.87 3.23
H 0.60 1.88 1.78
O 0.19 2.07 2.62
H 1.38 3.79 -0.17
H 0.84 2.72 -1.13
O 1.01 2.90 -0.22
H -2.12 2.21 -1.70
H -0.87 1.54 -1.47
O -1.22 2.24 -2.01